52
Properties=species:S:1:pos:R:3:lowdin_charge:R:1 method="wB97M-V/def2-TZVPD" total_charge=+1 homo_ev=-10.33 multiplicity=1 molar_mass_g_mol=629.5 homo_lumo_gap_ev=5.68 total_energy_ev=-50696.379
Au 0.220 -0.212 0.076 1.15
O -3.918 -0.244 0.156 0.10
C -2.726 -0.435 0.245 -0.45
N -1.743 0.323 -0.312 0.02
C -1.885 1.427 -1.151 -0.20
C -3.109 1.893 -1.648 0.00
C -3.149 3.026 -2.432 -0.07
C -1.981 3.719 -2.729 -0.07
C -0.764 3.268 -2.262 -0.01
C -0.697 2.106 -1.486 -0.20
N 0.485 1.552 -0.985 0.01
C 1.746 2.021 -1.144 -0.46
O 2.090 2.989 -1.792 0.09
C 2.776 1.211 -0.407 -0.20
C 4.115 1.535 -0.542 0.02
C 5.059 0.795 0.154 -0.02
C 4.625 -0.239 0.972 -0.03
C 3.270 -0.501 1.052 -0.11
N 2.370 0.208 0.372 -0.01
C -2.192 -1.590 1.042 -0.17
C -3.074 -2.523 1.558 0.04
C -2.572 -3.587 2.290 -0.01
C -1.200 -3.680 2.481 -0.02
C -0.384 -2.713 1.930 -0.11
N -0.876 -1.688 1.233 -0.03
H -4.012 1.369 -1.388 0.10
H -4.096 3.377 -2.817 0.11
H -2.022 4.617 -3.330 0.11
H 0.148 3.790 -2.493 0.10
H 4.377 2.364 -1.185 0.13
H 6.112 1.022 0.060 0.12
H 5.322 -0.831 1.547 0.12
H 2.890 -1.298 1.678 0.11
H -4.130 -2.391 1.372 0.13
H -3.236 -4.336 2.699 0.12
H -0.766 -4.492 3.047 0.12
H 0.691 -2.751 2.041 0.11
C 2.286 -4.914 -2.132 -0.04
N 2.936 -3.633 -2.283 -0.16
C 4.317 -3.533 -2.748 -0.10
C 4.515 -2.021 -2.933 -0.11
N 3.282 -1.470 -2.368 0.03
C 2.368 -2.434 -2.127 -0.80
S 0.750 -2.189 -1.717 0.64
H 2.958 -5.605 -1.623 0.10
H 2.018 -5.330 -3.106 0.10
H 1.375 -4.781 -1.556 0.05
H 4.445 -4.085 -3.680 0.13
H 4.992 -3.958 -2.002 0.13
H 4.614 -1.751 -3.985 0.12
H 5.385 -1.644 -2.398 0.11
H 2.981 -0.541 -2.605 0.13